{
  "formula": "C4H6",
  "method": "wB97M-V/def2-TZVPD",
  "elements": ["H", "C", "C", "H", "H", "C", "C", "H", "H", "H"],
  "coordinates": [[-2.6256, -0.1597, 0.3564], [1.9128, 0.8095, 0.0906], [0.5683, 0.2414, -0.0113], [2.6366, 0.2320, -0.4947], [1.9267, 1.8428, -0.2721], [-0.5445, -0.2176, -0.0645], [-1.8890, -0.7885, -0.1539], [2.2439, 0.8126, 1.1339], [-2.1962, -0.8860, -1.2002], [-1.9229, -1.7825, 0.3033]],
  "forces_ev_per_a": [[0.1360, -0.0601, -0.0666], [0.0622, 0.0446, 0.0193], [-0.5067, -0.1995, 0.0121], [-0.1427, 0.0869, 0.0891], [0.0091, -0.1613, 0.0471], [0.4868, 0.1863, -0.0094], [-0.0851, -0.0466, -0.0250], [-0.0084, 0.0096, -0.1477], [0.0313, 0.0042, 0.1501], [0.0175, 0.1360, -0.0688]],
  "de_lowest_kcal_mol": 7.9,
  "smiles": "CC#CC",
  "homo_energy_ev": -9.4,
  "e_tot_ha": -155.950113,
  "charge": 0
}

{
  "formula": "C40H40AuN5O3Te",
  "method": "wB97M-V/def2-TZVPD",
  "elements": ["C", "H", "H", "C", "H", "Au", "C", "C", "H", "C", "H", "C", "O", "H", "C", "H", "H", "C", "C", "C", "C", "C", "H", "C", "H", "H", "Te", "H", "C", "H", "C", "C", "H", "C", "C", "C", "C", "H", "H", "N", "H", "H", "H", "H", "N", "H", "H", "H", "C", "H", "H", "H", "C", "H", "O", "C", "C", "C", "H", "C", "H", "H", "H", "H", "C", "C", "C", "C", "O", "H", "C", "H", "C", "C", "H", "C", "C", "H", "N", "C", "C", "H", "C", "C", "H", "H", "N", "N", "C", "H"],
  "coordinates": [[-4.8752, -3.1587, 0.5761], [-2.1561, -2.5285, 3.1884], [1.0769, -1.0722, 1.2143], [-4.9113, 1.6214, -0.7772], [4.9348, -1.9414, -3.6386], [-0.7414, 3.9961, -0.5182], [1.5469, 5.6435, 0.4372], [3.1030, 3.9518, 1.6667], [5.8589, -2.0607, 3.6891], [3.0116, -1.3025, 1.9930], [4.1655, 6.3438, 2.6122], [2.0662, -3.9057, -0.1304], [1.0106, 1.6604, 2.7342], [2.3543, 3.2935, 2.1832], [-2.8634, -2.7223, 2.4087], [3.8015, -0.2344, -1.9021], [5.0356, -0.4245, -0.6201], [1.3429, 0.5405, 2.3196], [-3.4736, -6.7447, -3.7666], [3.5331, 0.3858, 3.6319], [3.3033, 6.4492, 1.8988], [1.0868, 7.0675, 0.3343], [-2.1011, 0.9319, 1.8700], [3.7114, -4.3047, -1.9150], [-6.1441, 3.6879, -2.4308], [0.1634, 6.9441, -1.5602], [-3.3411, -2.2643, -1.9376], [-3.5245, -7.7403, -4.2463], [5.2106, -2.6181, -2.8343], [3.4267, 1.4140, 3.9669], [-2.3325, -6.0031, -3.8842], [2.6321, 5.3531, 1.3613], [-5.5061, -6.7883, -3.0036], [3.9891, -0.6082, -0.8913], [-4.5535, -6.2162, -3.0995], [-4.4579, -5.0476, -2.3318], [4.2417, -1.9586, 2.3577], [4.5230, -2.7778, 1.6876], [-5.1816, -4.7622, -1.5230], [-4.5044, 2.5553, -1.7098], [-5.7842, 1.0165, -1.0529], [2.2071, -5.7071, -1.3225], [3.4620, 3.4313, 0.7644], [-0.0693, 8.4244, -0.5969], [1.0362, 4.6660, -0.1956], [-1.5991, -2.0351, 0.8113], [1.2619, -4.3092, 0.5034], [-1.4210, -6.4315, -4.3400], [-4.2153, 1.4468, 0.3736], [5.2280, 0.1045, 4.8576], [5.4995, -3.5418, -3.3568], [-4.6307, 0.9210, 1.2139], [-4.0860, -3.2495, 2.8298], [4.2857, -4.9432, -2.5361], [0.5707, -0.1455, 1.5069], [-2.2739, -4.7833, -3.2905], [3.5840, -2.0904, -0.8734], [-3.4382, 3.4034, -1.4715], [-4.6557, 3.4658, -3.4356], [-3.6225, -2.6336, 0.1506], [6.0488, -2.1658, -2.3454], [3.9474, 4.0675, 2.3225], [3.5644, 8.5929, 2.0146], [-5.6577, -3.3632, -0.1563], [-5.0714, -3.5502, 1.8878], [-2.9275, 2.1217, 0.4949], [4.9899, -1.5410, 3.3823], [2.6678, -0.1398, 2.6734], [-3.1453, 4.2797, -2.2788], [1.3595, 9.0685, 0.8279], [2.5927, -2.6387, 0.0775], [-1.4310, -4.1787, -3.4536], [2.8976, 7.7640, 1.7128], [1.7708, 8.0655, 0.9761], [-1.0018, 6.9716, -0.1678], [2.6511, -4.7630, -1.0992], [-5.4045, 2.9547, -2.8027], [3.2613, -0.1438, -0.2489], [-1.9980, 1.7198, 1.3210], [-2.5882, -2.4213, 1.1137], [-0.0575, 7.3484, -0.5775], [-4.2516, -3.4367, 3.8864], [-3.2837, -4.3281, -2.4823], [4.1240, -2.9500, -1.8650], [-5.9501, 2.0848, -3.2293], [-6.0051, -4.0802, 2.1262], [-2.6235, 3.0186, -0.4171], [2.1397, -1.8594, 1.0887], [4.6984, -0.3357, 4.0423], [-1.1176, 2.1738, 1.2253]],
  "forces_ev_per_a": [[1.1935, 0.0000, -0.8781], [0.5844, 0.1025, 0.1499], [0.7755, -0.4496, -0.3161], [0.5780, 0.4087, 0.1633], [-0.3698, 0.3340, 0.0045], [-0.9226, -1.0485, 0.3071], [1.1170, 1.7774, 1.6532], [-0.5247, -0.1093, -0.1179], [0.8004, -0.6483, 0.1032], [0.2914, -1.6673, -0.3226], [-0.8646, -0.4147, -1.0128], [0.5756, -1.4287, -0.9081], [0.1531, -0.5436, -0.2109], [0.3608, 0.6176, -0.5760], [-0.7068, -0.0778, 1.6586], [0.2397, 0.0491, 0.0015], [-0.3284, 0.0367, 0.1835], [0.6636, 0.0552, 0.0346], [-0.4496, -1.1311, -1.0825], [1.8548, -0.7262, 0.2194], [0.5960, -0.2721, 1.1744], [0.2427, -1.9175, -0.4273], [0.0064, -1.6973, 1.2803], [-1.2984, 1.0524, 1.6766], [0.3544, -0.2703, -0.2090], [-0.3296, -0.0350, -0.1997], [0.2767, -0.2518, 0.7555], [-0.1481, 0.7138, 0.3518], [-0.1767, -0.0631, -0.5895], [-0.4924, -0.2788, 0.3350], [1.4013, -1.3470, -0.3665], [0.7167, 0.3309, 0.2594], [0.9164, 0.3168, -0.2257], [-0.7685, -1.3645, -0.2418], [-1.9713, -0.5645, 1.8204], [0.0454, -0.6604, 0.2936], [-1.5367, -0.4419, -2.3435], [0.0163, -0.0118, 0.6440], [0.4262, -0.3339, -1.4727], [-1.3746, -0.6020, 0.6034], [0.2735, 0.4973, 0.2991], [-0.0420, -0.7336, 0.2636], [-0.2908, 0.1293, 0.1965], [-0.6094, 0.4556, -0.5249], [-0.6540, 0.1990, -0.8413], [-0.6367, -0.2416, 0.1623], [0.4327, 0.4656, -0.2198], [-0.7213, 0.3859, 0.0029], [-0.0358, 0.5322, 0.0157], [0.7360, -0.1488, 0.2511], [0.2396, 0.3280, 0.3118], [0.1719, -0.6305, -0.1002], [-0.2953, -0.3252, -0.4306], [-0.0170, -0.7618, -0.6690], [-0.9740, 1.2631, 0.6337], [0.0803, 0.7325, 0.2617], [-0.0295, -1.2552, -0.4741], [0.4870, -0.8645, -0.7394], [-1.2135, -0.3278, -0.5605], [-0.2260, -0.0085, 0.6856], [0.7232, 0.1631, 0.2832], [0.4075, -0.1883, 0.3257], [-0.5859, -0.6334, 0.2448], [0.2186, 0.2698, 0.1858], [-0.1635, 0.1254, 0.4284], [-1.4649, -1.4671, -0.9004], [0.5808, 1.5190, 1.3281], [-1.2691, 1.2318, 0.0720], [0.0269, -0.2049, 1.2032], [0.5360, -0.1669, 0.2336], [1.6000, 0.5720, -1.9321], [1.1009, 0.7201, -0.0241], [1.1404, 0.8731, -0.0643], [-1.1675, -0.2121, -0.7370], [0.0956, -0.0212, -0.3057], [0.4204, 1.8137, -0.4696], [0.4663, 0.1861, 0.0414], [0.1993, 0.7374, 0.4629], [-0.4607, 1.7893, -0.7608], [-0.4915, 0.1396, -2.3637], [0.3690, 0.2051, 0.6923], [0.0665, -0.1184, -0.1519], [-0.8978, 1.3053, 0.0699], [-0.8403, -0.9478, 1.2496], [0.7446, 0.5739, 0.1495], [0.4753, 0.4503, 0.2008], [1.0826, 2.2388, -1.1476], [0.0166, 0.9077, 1.3535], [-2.6270, 1.1614, -0.8908], [1.0984, -0.1520, 0.5264]],
  "de_lowest_kcal_mol": 0.0,
  "homo_energy_ev": [-5.8, -5.8],
  "spin_multiplicity": 3,
  "e_tot_ha": -2451.310105,
  "charge": 0
}

{
  "formula": "C3H10N2O2",
  "method": "wB97M-V/def2-TZVPD",
  "elements": ["C", "H", "O", "C", "H", "H", "H", "H", "H", "H", "H", "N", "O", "H", "H", "N", "C"],
  "coordinates": [[0.1386, 1.4647, -0.6258], [0.7621, 2.3451, -0.7682], [-1.0415, -0.3661, 1.3730], [0.4573, -1.5313, -0.4078], [0.5531, 1.2428, 1.5248], [0.1881, 0.8893, -1.5477], [1.3635, -2.1289, -0.4773], [2.5294, 0.2406, -0.3683], [-0.4364, -2.1530, -0.2360], [0.2668, -1.1003, -1.3954], [-2.6627, -1.2296, 0.6632], [-2.0686, -0.4417, 0.4167], [2.2856, 0.5429, 0.5170], [-2.6267, 0.4086, 0.4642], [-0.8862, 1.7914, -0.4608], [0.5440, -0.6798, 0.7438], [0.6336, 0.7053, 0.5846]],
  "forces_ev_per_a": [[0.0560, -0.0883, 0.2174], [0.0133, 0.0565, 0.1811], [0.0931, -1.1971, -0.7667], [-0.9182, -0.3796, -0.4231], [-0.1260, -0.2153, -0.1500], [-0.0825, -0.0592, 0.0762], [-0.0613, -0.1661, 0.2694], [-0.2152, 0.1876, -0.0050], [0.5807, -0.1938, 0.0087], [0.1234, 0.4411, 0.2033], [0.0898, 0.1143, 0.1038], [0.4704, -0.3597, 0.0633], [-1.5856, 1.3853, -0.3192], [0.2879, -0.0306, 0.1247], [-0.0479, -0.0121, -0.0793], [-4.1005, 0.3967, 1.3997], [5.4227, 0.1205, -0.9041]],
  "de_lowest_kcal_mol": 151.6,
  "homo_energy_ev": -9.1,
  "e_tot_ha": -380.095122,
  "charge": 0
}

{
  "formula": "C3H10N2O",
  "method": "wB97M-V/def2-TZVPD",
  "elements": ["C", "C", "H", "H", "H", "O", "H", "H", "H", "C", "H", "H", "H", "H", "N", "N"],
  "coordinates": [[-2.2397, 0.5730, 1.1588], [1.4516, -0.5836, -1.6961], [-0.8856, 2.1485, 2.7330], [-2.6833, 0.3829, 2.1621], [2.3759, -2.3156, -2.3975], [1.1815, -0.5802, -0.3166], [2.4525, -0.0646, -1.7652], [0.2256, -0.2181, -0.2848], [-2.1726, -0.3711, 0.6183], [-0.3191, 1.7074, 1.8658], [0.7125, -0.0728, -2.3683], [0.8270, 1.7727, 1.9978], [-2.6969, 1.3221, 0.5379], [1.1240, -2.4852, -1.2979], [-0.8015, 0.8225, 1.1846], [1.4481, -2.0379, -2.1319]],
  "forces_ev_per_a": [[1.0479, -1.5744, 0.1508], [-0.1458, 0.4150, -0.1875], [0.2466, 0.2960, -1.0501], [0.1946, 0.5630, -0.6999], [0.4449, -0.8647, -0.7513], [-1.9938, 0.0433, -2.3666], [-0.5594, -0.9702, -0.7068], [1.1891, -0.0604, 1.6264], [-1.4076, -0.1539, 0.0109], [2.8830, 1.4048, 4.5804], [0.5140, -0.0423, 0.8037], [-1.7454, 0.3408, -0.7583], [-0.5777, 0.2574, 0.0546], [-0.7988, -1.4578, 0.4277], [-0.6679, -1.3329, -2.7444], [1.3762, 3.1364, 1.6102]],
  "de_lowest_kcal_mol": 93.3,
  "homo_energy_ev": [-13.3, -13.2],
  "spin_multiplicity": 2,
  "e_tot_ha": -304.636640,
  "charge": 1
}

Number 1: F_max 0.54 eV/A. Number 2: F_max 3.01 eV/A. Number 3: F_max 5.50 eV/A. Number 4: F_max 5.59 eV/A.